A gas-phase ion, C4H8NOS (charge +1) at a distorted geometry. Source: the OMol25 dataset; level of theory: the ωB97M-V functional and the def2-TZVPD basis.

Positions of all 15 atoms, in Å:
C1 2.10096 -0.05042 -0.08596
C2 0.90515 -0.57131 -0.51591
C3 -0.33791 0.14499 -0.02143
N1 -0.75037 -0.15315 1.30660
S1 -0.20129 1.91669 -0.02654
C4 -1.70012 -0.43103 -0.94031
O1 -2.71959 -0.41101 -0.30963
H1 3.01590 -0.48816 -0.53484
H2 2.13445 1.11785 0.09085
H3 0.76344 -1.52141 -1.03992
H4 -0.35028 0.41687 2.00327
H5 -1.79637 -0.20364 1.39515
H6 -0.35144 -1.02207 1.71544
H7 0.65884 2.01055 -1.04876
H8 -1.37137 -0.75476 -1.98800

- SMILES string = C=C[C@@]([NH3+])(S)C=O
- lowest unoccupied orbital energy (eV) = -4.15
- total charge = +1
- relative energy (zero: lowest compared OMol25 entry of this formula, charge and spin) (kcal/mol) = 53.7
- energy (eV) = -18640.920
- Kohn-Sham gap (eV) = 9.7